(1)
This record from the Open Molecules 2025 dataset describes 10 unconnected molecules or ions with the total composition C38H81BrFNO14S. The level of theory is ωB97M-V with the def2-TZVPD basis set.

Each line ends with the Mulliken charge.
Positions of all 137 atoms, in Å:
Br 4.23 -1.47 3.60  -0.15
S 2.53 2.37 -0.07  1.26
F 3.85 1.41 2.23  -0.38
O -0.58 2.52 1.04  0.06
O 2.44 3.65 0.84  -0.64
O 2.23 2.91 -1.53  -0.68
O -0.43 1.52 4.03  -0.28
O 0.36 -3.73 10.20  -0.50
O -2.45 7.08 -1.73  -0.51
O 0.01 -3.17 4.95  -0.43
O -0.35 0.17 -6.99  -0.57
O 0.37 -6.84 0.87  -0.51
O -3.26 0.36 1.10  -0.45
O 4.08 1.65 -0.08  -0.36
O -3.53 4.22 -6.95  -0.46
O -6.22 1.56 -6.54  -0.55
O -0.34 4.70 0.06  -0.49
N 4.01 -0.36 -3.91  -0.54
C -3.98 5.46 -6.45  -0.20
C 1.09 -3.42 5.84  -0.12
C -2.83 -0.76 1.86  0.47
C 6.63 1.06 -0.21  -0.21
C -2.69 3.75 -0.29  -0.46
C 1.57 -7.60 0.97  -0.03
C 1.90 -0.41 -0.19  -0.10
C -1.29 -0.71 -7.58  0.37
C 0.76 -1.60 -0.13  0.37
C 2.95 -1.64 2.08  -0.42
C 3.77 -0.45 -2.44  0.10
C -4.90 0.91 -4.63  -0.91
C -4.02 -1.59 2.27  -1.37
C 0.96 -1.97 11.72  -1.12
C 7.46 0.24 -1.18  -0.68
C 1.15 -2.93 -1.06  -1.23
C -1.09 -0.75 -9.09  -1.15
C -2.56 1.91 5.08  -0.91
C 1.66 -4.09 2.21  0.02
C 2.26 -0.30 -1.82  0.08
C 1.56 -8.71 -0.05  -1.18
C 2.80 -0.13 -4.74  -0.38
C -0.22 1.39 0.13  0.06
C -1.06 2.17 5.12  -0.28
C 0.90 0.00 -2.75  -0.08
C 1.33 1.01 0.43  0.16
C 5.81 0.20 0.94  -0.65
C 1.24 0.08 -4.35  -0.62
C -1.80 7.59 -2.89  -0.24
C -0.84 6.55 -3.43  -0.87
C 0.65 -3.16 7.27  -1.08
C -1.15 3.64 0.28  0.35
C -5.31 0.58 -6.06  -0.16
C 3.25 -0.71 0.74  0.03
C 4.18 0.61 1.00  0.79
C -3.07 6.58 -6.92  -1.04
C 0.08 -2.39 10.56  -0.03
C 3.03 -3.28 1.73  -0.46
H 1.88 -1.35 2.52  0.33
H 0.68 -3.88 -0.55  0.24
H -1.14 -1.70 -7.15  0.32
H -3.04 6.61 -8.01  0.32
H 3.02 -0.11 -5.91  0.30
H 1.21 -4.77 1.37  -0.46
H -0.63 1.78 6.04  0.31
H -3.86 0.88 1.66  0.30
H 1.65 -7.99 1.98  0.26
H 0.76 -0.93 12.01  0.32
H 2.48 -9.31 0.01  0.34
H -0.82 1.88 3.21  0.07
H -1.01 0.54 0.38  -0.76
H 0.70 -9.38 0.10  0.34
H 1.47 -3.35 7.97  0.40
H 6.62 2.25 -0.27  0.27
H 8.40 -0.32 -0.73  0.26
H 1.93 -2.78 5.57  0.12
H -0.32 1.80 -0.97  0.48
H -1.80 -1.43 -9.56  0.35
H -2.30 -0.37 -7.33  -0.28
H -1.37 5.63 -3.69  0.08
H -1.76 6.88 -1.07  0.30
H -4.20 0.17 -4.25  0.31
H -1.27 8.51 -2.62  0.29
H -2.99 2.27 4.14  0.20
H -0.08 6.29 -2.68  0.41
H -5.77 2.42 -6.51  0.31
H 0.63 -2.83 -2.13  0.37
H -2.62 3.83 -1.46  0.18
H -4.01 5.41 -5.35  0.24
H -4.43 0.56 -6.72  0.12
H 2.30 -3.02 -1.27  0.22
H -0.07 -1.08 -9.33  0.30
H 1.43 0.90 1.61  0.34
H 0.84 -3.32 2.60  -0.01
H 2.41 -6.92 0.79  0.25
H -4.57 -1.94 1.40  0.34
H 3.31 -3.48 0.60  0.14
H -4.43 1.90 -4.58  0.20
H -2.62 4.08 -6.61  0.26
H -3.15 4.74 0.20  0.31
H 6.25 0.58 1.98  0.38
H 1.47 -8.31 -1.07  0.30
H -0.49 1.06 -7.38  0.24
H -3.41 7.55 -6.55  0.33
H 0.41 0.27 -5.20  0.41
H 0.32 -2.12 7.39  0.21
H -2.14 -1.35 1.24  0.07
H -5.79 -0.39 -6.10  0.33
H 0.79 -2.61 12.59  0.32
H -0.85 3.24 5.06  0.26
H -3.70 -2.46 2.86  0.36
H -5.78 0.94 -3.98  0.31
H -0.98 -2.30 10.82  0.27
H -0.25 -2.24 5.06  0.21
H 3.90 -3.81 2.35  0.68
H -0.18 0.09 -2.32  0.25
H -0.37 -7.44 1.03  0.28
H 1.87 -4.80 3.14  0.20
H -1.21 0.25 -9.52  0.33
H -5.00 5.62 -6.81  0.34
H 2.02 -2.06 11.46  0.29
H -4.71 -1.00 2.88  0.37
H -0.29 -1.27 -0.60  0.49
H -3.28 2.82 0.11  0.05
H 3.94 -1.45 0.10  0.49
H -0.20 -3.79 7.53  0.30
H 0.44 -1.91 0.98  -0.32
H 0.28 -1.75 9.69  0.18
H 1.40 -4.46 5.72  0.36
H 7.14 0.20 -2.31  0.27
H -2.27 -0.40 2.73  -0.04
H -2.05 6.41 -6.58  0.23
H -2.76 0.83 5.13  0.18
H -3.06 2.40 5.92  0.40
H -2.56 7.83 -3.63  0.21
H 0.18 -4.29 10.98  0.28
H 4.72 -0.62 -1.74  -0.04
H -0.33 6.93 -4.33  0.33
H 5.99 -0.96 0.89  0.25

Results
Net charge = 0
Largest force on an atom = 0.172 hartree/bohr
HOMO energy = -7.77 eV
Spin multiplicity = 1
SMILES = C=CC[C@@]1(F)OS(=O)(=O)[C@@H](COC(C)=O)[C@@](CC)(c2cccnc2)[C@@H]1[C@H](Br)CC.CCO.CCO.CCO.CCO.CCO.CCO.CCO.CCO.CCO
Electronic energy = -154447.615 eV

***

(2)
This record from the Open Molecules 2025 dataset describes 8 unconnected molecules or ions with the total composition C38H81F3N2O17. The level of theory is ωB97M-V with the def2-TZVPD basis set.

Each line ends with the Mulliken charge.
Positions of all 141 atoms, in Å:
F 11.56 10.43 -11.76  -0.21
F 10.76 12.42 -11.53  -0.26
F 12.91 12.07 -11.77  -0.21
O 12.94 8.34 -15.58  -0.41
O 11.26 11.26 -4.22  -0.04
O 17.19 15.38 -20.15  -0.31
O 18.42 13.17 -14.98  -0.15
O 18.51 12.23 -11.51  -0.39
O 14.53 16.32 -5.23  -0.39
O 17.78 7.02 -16.59  -0.26
O 15.02 13.24 -3.39  -0.44
O 11.07 11.98 -1.53  -0.25
O 12.29 12.58 -9.10  -0.34
O 16.67 11.11 -9.04  -0.46
O 14.47 13.44 -16.11  -0.27
O 15.89 11.09 -5.00  -0.18
O 15.87 15.55 -17.66  -0.35
O 11.51 10.52 -9.16  -0.62
O 15.92 6.40 -14.59  -0.35
O 12.78 10.82 0.29  -0.38
N 6.27 12.72 -6.34  -0.39
N 12.64 5.79 -9.98  -0.43
C 12.11 12.82 -7.71  1.18
C 7.68 12.79 -8.53  -0.33
C 10.98 10.33 -5.22  -0.98
C 19.09 7.39 -16.92  -0.77
C 16.37 14.32 -19.71  -0.81
C 15.74 15.53 -16.27  0.33
C 15.22 7.52 -15.06  -0.05
C 14.54 14.80 -15.71  -0.54
C 11.87 11.50 -9.73  0.50
C 12.49 9.05 -14.45  -0.76
C 18.59 13.51 -13.59  -0.38
C 18.85 14.21 -15.83  -0.76
C 18.23 11.00 -10.87  -0.77
C 12.11 14.33 -7.43  -1.36
C 14.13 12.18 -3.76  1.05
C 11.77 11.62 -11.26  0.87
C 15.33 11.35 -8.66  0.02
C 15.03 15.00 -5.03  -0.01
C 17.18 11.41 -4.49  -0.76
C 14.89 10.89 -4.02  -0.81
C 10.18 12.04 -3.78  -0.55
C 11.72 11.63 0.75  -0.64
C 14.03 11.47 0.35  -0.41
C 16.78 10.86 -10.43  0.27
C 17.69 5.70 -16.08  -0.50
C 14.51 14.53 -3.67  -0.23
C 13.75 7.21 -15.32  -0.45
C 10.63 12.83 -2.57  -0.17
C 18.38 12.17 -12.92  -0.30
C 6.87 12.74 -7.32  0.26
C 14.88 16.97 -6.40  -0.73
C 13.44 12.73 -15.45  -0.74
C 13.97 8.02 -9.84  0.06
C 11.32 12.66 -0.33  -0.43
C 13.21 6.77 -9.91  0.06
C 16.30 14.32 -18.20  0.31
C 16.28 5.43 -15.57  -0.50
C 17.29 15.48 -21.55  -0.76
H 11.87 9.82 -5.60  0.24
H 13.42 14.52 -3.63  -0.14
H 14.68 7.94 -9.02  0.38
H 13.34 6.52 -14.58  0.35
H 13.50 12.08 -2.87  -0.29
H 14.17 10.12 -4.30  0.27
H 10.49 10.72 -6.11  0.27
H 12.00 8.40 -13.73  0.44
H 14.92 15.19 -2.91  0.39
H 15.36 8.31 -14.31  0.17
H 12.06 13.46 -0.50  0.25
H 15.95 17.04 -6.60  0.33
H 17.74 11.60 -5.41  0.23
H 9.22 11.55 -3.59  0.45
H 17.86 16.37 -21.81  0.24
H 14.59 18.03 -6.33  0.29
H 18.69 15.21 -15.39  0.50
H 16.69 15.25 -15.79  -0.60
H 11.46 13.49 -2.87  -0.25
H 14.50 8.24 -10.76  0.17
H 14.76 11.03 1.04  0.34
H 17.86 5.09 -16.99  0.35
H 11.90 9.87 -14.87  0.33
H 19.57 13.97 -13.44  0.37
H 10.43 13.21 0.01  0.42
H 7.68 11.79 -8.98  0.26
H 9.99 12.83 -4.53  0.24
H 15.75 13.43 -17.91  0.38
H 16.30 15.67 -22.00  0.31
H 12.97 12.40 -7.18  -0.32
H 17.42 11.69 -13.15  0.24
H 17.79 14.20 -13.32  0.21
H 7.37 13.56 -9.22  0.36
H 15.32 11.52 -7.58  -0.07
H 14.28 16.73 -7.29  0.21
H 14.00 12.52 0.66  0.29
H 18.90 11.02 -10.01  0.36
H 17.59 10.52 -3.99  0.31
H 15.49 5.41 -16.32  0.27
H 15.35 10.55 -3.08  0.33
H 16.30 4.46 -15.08  0.30
H 12.11 14.64 -6.39  0.34
H 8.73 12.96 -8.29  -0.15
H 14.72 14.33 -5.84  -0.13
H 17.33 14.20 -17.82  -0.06
H 16.80 13.39 -20.08  0.40
H 11.24 14.68 -7.98  0.42
H 14.91 12.26 -9.10  0.36
H 16.48 9.81 -10.53  -0.03
H 19.01 8.45 -17.17  0.24
H 18.14 14.33 -16.66  -0.25
H 15.33 14.51 -20.01  0.36
H 13.59 12.64 -14.37  0.21
H 14.70 10.48 -8.87  0.00
H 13.39 8.90 -9.56  -0.27
H 15.68 16.57 -15.93  0.38
H 9.85 13.50 -2.18  0.58
H 13.02 14.69 -7.92  0.25
H 12.52 13.20 -15.83  0.40
H 13.61 15.35 -15.92  0.34
H 16.12 15.10 -5.05  0.53
H 18.53 10.12 -11.45  0.37
H 19.82 7.30 -16.11  0.33
H 13.43 11.73 -15.90  0.27
H 11.96 12.29 1.59  0.38
H 14.62 14.74 -14.61  0.37
H 19.51 6.84 -17.78  0.28
H 10.40 9.48 -4.83  0.37
H 13.28 9.61 -13.92  0.20
H 13.43 12.50 -4.53  -0.05
H 13.69 6.72 -16.29  0.25
H 18.38 5.41 -15.28  0.37
H 10.93 10.92 0.99  0.38
H 19.84 14.06 -16.26  0.31
H 16.15 11.32 -11.21  0.18
H 19.15 11.46 -13.25  0.22
H 15.68 7.99 -15.93  0.18
H 17.25 12.24 -3.79  0.26
H 14.53 11.40 -0.62  -0.09
H 11.23 12.33 -7.30  -0.31
H 17.78 14.58 -21.93  0.30

Results
Net charge = 0
Largest force on an atom = 0.048 hartree/bohr
HOMO energy = -9.43 eV
Spin multiplicity = 1
SMILES = CCOC(=O)C(F)(F)F.COCCOCCOC.COCCOCCOC.COCCOCCOC.COCCOCCOC.COCCOCCOC.CC#N.CC#N
Electronic energy = -86648.027 eV

***

(3)
This record from the Open Molecules 2025 dataset describes 4 unconnected molecules or ions with the total composition C38H81N5O5Si. The level of theory is ωB97M-V with the def2-TZVPD basis set.

Each line ends with the Löwdin spin population.
Positions of all 130 atoms, in Å:
Si -2.12 1.97 2.29  0.00
O -2.57 -2.66 6.74  0.00
O -2.07 0.34 2.98  0.00
O -0.44 -3.14 -2.11  0.61
O 4.39 -1.09 -0.70  0.63
O 0.31 3.68 -1.98  0.60
N 0.05 -1.18 6.66  0.00
N -2.14 -5.51 5.50  0.00
N 3.95 -0.99 0.64  0.30
N -0.77 -3.00 -3.47  0.31
N 1.04 4.50 -2.85  0.32
C -0.90 3.21 3.16  0.00
C 3.15 1.84 1.07  0.00
C 1.86 -0.81 2.01  0.00
C 1.10 6.84 -3.78  0.00
C 4.62 1.43 1.06  0.01
C 4.89 -0.07 1.36  0.02
C -2.21 0.50 4.47  0.00
C -1.18 -5.46 -4.01  0.01
C 2.51 -0.59 0.62  0.02
C 1.65 -1.50 -0.32  0.00
C -0.41 -1.82 7.98  0.00
C 1.92 2.23 -3.68  0.00
C -0.26 -4.22 -4.19  0.02
C -0.29 6.40 -1.81  0.00
C -3.02 -0.73 5.19  0.00
C 2.64 4.33 -4.74  0.00
C 0.24 3.49 -5.06  0.01
C 1.18 -4.65 -3.75  0.00
C -0.98 5.44 -4.05  0.01
C -2.47 -3.23 4.29  0.00
C 1.41 3.67 -4.05  0.02
C -3.08 -4.00 -3.25  0.01
C -0.51 -1.88 5.44  0.00
C -2.67 -5.19 -4.12  0.00
C -2.14 -2.09 5.45  0.00
C -3.86 2.80 2.34  0.00
C 4.79 -0.36 2.88  0.00
C 6.40 -0.32 1.02  0.00
C -0.57 4.74 -5.34  0.00
C -2.24 -2.73 -3.56  0.02
C -1.62 1.87 0.40  0.00
C -0.10 -3.86 -5.70  0.00
C -2.62 -2.21 -4.97  0.00
C -2.06 -1.89 7.89  0.00
C 0.23 5.73 -3.12  0.02
C -3.19 -4.58 4.87  0.00
C -2.69 -1.58 -2.61  0.00
C 2.32 0.89 0.21  0.01
H -2.44 -2.43 8.88  0.00
H -1.72 4.81 -3.53  0.00
H 1.55 -5.46 -4.40  0.00
H 5.77 -0.41 3.36  0.00
H -2.63 2.01 -0.21  0.00
H 2.30 1.72 -4.57  0.00
H -3.67 -1.91 -5.00  0.00
H -2.50 -2.94 -5.76  0.00
H -0.79 7.35 -2.02  0.00
H -1.38 -5.54 4.75  0.00
H -1.51 6.37 -4.29  0.00
H -0.91 -6.24 -4.73  0.00
H 4.33 -1.34 3.08  0.00
H -0.10 -1.34 4.49  0.00
H 2.77 1.87 2.09  0.00
H -3.59 -5.19 3.93  0.00
H -2.02 -1.33 -5.24  0.00
H 3.41 3.60 -5.02  0.00
H 0.78 -0.63 1.97  0.00
H 0.62 3.09 -6.01  0.00
H 0.15 2.67 3.21  0.00
H -0.45 2.73 -4.68  0.00
H 1.11 -1.30 6.65  0.00
H -0.02 -2.97 5.43  0.00
H 1.88 -3.82 -3.81  0.00
H 5.03 1.70 0.08  0.00
H -0.84 4.16 2.44  0.00
H 1.12 1.59 -3.29  0.00
H 2.58 1.04 -0.84  0.00
H 1.92 -1.37 -1.38  0.00
H -0.84 2.73 0.23  0.00
H 0.00 5.43 -5.98  0.00
H -2.99 -4.28 -2.20  0.00
H 7.05 0.28 1.67  0.00
H 1.20 -5.05 -2.73  0.00
H 1.44 6.60 -4.78  0.00
H -2.56 -6.49 5.46  0.00
H 1.26 1.17 0.29  0.00
H -2.95 -5.01 -5.16  0.00
H 3.15 5.04 -4.08  0.00
H -3.23 -6.07 -3.80  0.00
H -4.12 -4.40 5.56  0.00
H -1.00 -5.91 -3.02  0.00
H -3.79 3.91 2.76  0.00
H -2.44 -0.79 7.96  0.00
H 2.24 -0.15 2.79  0.00
H 2.72 2.27 -2.94  0.00
H -1.25 3.52 4.26  0.00
H 1.77 -2.55 -0.06  0.00
H -2.59 -1.83 -1.55  0.00
H -0.14 -0.15 6.70  0.00
H -4.27 2.92 1.22  0.00
H -1.18 0.79 0.26  0.00
H 1.98 7.05 -3.16  0.00
H -3.90 -1.05 4.44  0.00
H 0.84 -4.23 -6.12  0.00
H -4.15 -3.79 -3.41  0.00
H -3.09 -2.79 3.39  0.00
H -1.47 4.48 -5.91  0.00
H 6.67 -1.38 1.17  0.00
H -3.55 -0.30 6.14  0.00
H -4.67 2.22 2.95  0.00
H -0.09 -1.12 8.89  0.00
H 0.53 7.77 -3.87  0.00
H -3.75 -1.33 -2.77  0.00
H 1.99 -1.85 2.35  0.00
H 6.66 -0.04 -0.01  0.00
H 0.55 6.62 -1.13  0.00
H 3.05 2.86 0.68  0.00
H 2.37 4.86 -5.66  0.00
H -0.08 -2.78 -5.86  0.00
H 4.23 0.40 3.42  0.00
H -2.90 1.46 4.59  0.00
H 0.01 -2.91 8.14  0.00
H -2.11 -0.67 -2.80  0.00
H -1.43 -3.57 3.82  0.00
H 5.16 2.06 1.79  0.00
H -1.19 0.78 4.98  0.00
H -0.90 -4.29 -6.31  0.00
H 0.59 -1.25 -0.24  0.00
H -1.01 5.78 -1.27  0.00

Results
<S²> = 3.7644
Net charge = +1
Largest force on an atom = 0.100 hartree/bohr
HOMO energy (alpha / beta) = -10.46 / -11.07 eV
Spin multiplicity = 4
Electronic energy = -66269.328 eV

***

- Among the records above, which one has the highest net charge?
  C38H81N5O5Si